[1]
ORCA calculation (ωB97M-V with the def2-TZVPD basis set) on a structure of composition C20H34F10GaIO17PS in a non-equilibrium geometry.

## Properties
HOMO = -5.9 eV
Net charge = -1
Max |F| = 7.54 eV/Å
2S+1 = 1
Molar mass = 996.1 g mol⁻¹
HOMO-LUMO gap = 7.4973 eV

Each line ends with the Mulliken charge.
Atoms and positions in Å:
I: 4.1396 -1.2040 0.2959  -0.2177
Ga: 2.9973 0.0151 2.3761  0.4655
S: 1.2481 1.2557 1.4751  0.7252
P: 4.6761 1.3053 3.3658  0.8066
F: -1.5295 3.2543 3.9804  -0.2964
F: -1.9324 2.4689 1.7644  -0.2568
F: -2.0189 1.0615 5.1206  -0.2764
F: 2.3119 -1.3883 3.4788  -0.5476
F: -0.3959 -0.1966 3.8999  -0.2283
F: -3.1118 -1.2133 3.8841  -0.2711
F: -2.4478 -0.6292 1.6681  -0.1331
F: -4.0543 0.7729 2.9396  -0.2317
F: 0.7230 3.7890 2.3069  -0.2662
F: 1.2158 2.2549 4.0918  -0.2352
O: 2.3152 -5.8576 -2.4325  -0.3647
O: -7.6971 -1.2117 3.8336  -0.3646
O: 5.7554 1.8297 2.0569  -0.3787
O: -3.3183 -1.7721 -4.6052  -0.3514
O: 5.6249 0.4189 4.5776  -0.5467
O: 0.6097 -4.3276 -2.2542  -0.5552
O: -9.7539 -1.8559 4.2588  -0.3359
O: 6.5103 4.9715 0.1822  -0.3338
O: 8.1660 5.6792 -1.0763  -0.3617
O: 1.9132 2.1560 0.3648  -0.5632
O: -1.0233 -1.7049 -4.5050  -0.5330
O: 0.2415 0.3302 0.7458  -0.5272
O: 6.9470 3.8620 -1.7788  -0.5626
O: -9.3983 0.3176 3.6134  -0.5537
O: -2.1805 -1.8136 -6.4840  -0.3413
O: 4.1823 2.6247 4.0825  -0.6578
O: 2.7872 -3.8321 -1.7251  -0.3146
C: 1.7827 -4.6450 -2.1402  0.7517
C: -1.1238 2.1733 3.0055  0.4006
C: -3.1115 -0.2789 -2.6925  -0.9854
C: 2.3781 -2.4893 -1.4840  -0.6358
C: -11.1297 -1.5332 4.4360  -0.6227
C: -6.7403 -0.2089 3.4694  0.0459
C: -0.9358 -1.7084 -7.1682  -0.5810
C: 1.0256 -6.5682 -4.3723  -1.0114
C: -1.5427 0.7529 3.7210  0.5201
C: 8.9674 5.6078 -2.2623  -0.1701
C: 5.3860 4.1167 0.3656  -0.5496
C: 1.3926 -6.8380 -2.9239  -0.1662
C: -2.0685 -1.7671 -5.1322  0.7588
C: 8.2152 6.1480 -3.4656  -1.0795
C: 0.4938 2.3717 2.7765  0.5704
C: -6.4861 0.7497 4.6191  -1.0839
C: 7.1908 4.7426 -0.9696  0.7168
C: -8.9905 -0.8046 3.8663  0.7208
C: -3.3891 -1.6911 -3.1762  -0.1198
C: -2.7835 -0.0405 2.9903  0.6557
H: -0.5264 -0.7003 -7.0437  0.2829
H: 5.6714 3.0611 0.2900  0.2565
H: 1.5357 -2.4490 -0.7839  0.2980
H: 4.9836 4.2924 1.3662  0.2324
H: 2.1166 -2.0040 -2.4303  0.2954
H: 7.3393 5.5340 -3.6972  0.3112
H: -3.7780 0.4357 -3.1860  0.3087
H: 9.3207 4.5838 -2.4289  0.3018
H: 5.5199 -0.5597 4.3456  0.3298
H: -2.7139 -2.4202 -2.7139  0.2476
H: 0.5059 -6.8902 -2.2818  0.2931
H: -7.0587 0.3179 2.5626  0.2811
H: -11.2492 -0.8746 5.3027  0.2845
H: -11.6754 -2.4602 4.6281  0.2240
H: 9.8530 6.2288 -2.0829  0.2782
H: 0.4897 -5.6197 -4.4781  0.2390
H: -2.0879 0.0293 -2.9275  0.2988
H: 1.8973 -7.8090 -2.8553  0.2872
H: 3.2191 -1.9511 -1.0401  0.1727
H: 6.6040 1.3173 2.2632  0.2824
H: -0.2218 -2.4612 -6.8147  0.2574
H: -11.5488 -1.0674 3.5366  0.2870
H: -1.1160 -1.8795 -8.2322  0.2163
H: -5.6948 1.4603 4.3636  0.3030
H: 0.3884 -7.3654 -4.7657  0.3548
H: 4.6098 4.3597 -0.3678  0.3150
H: -3.2494 -0.2058 -1.6099  0.2619
H: -5.8091 -0.7344 3.2262  0.1211
H: 1.9258 -6.4933 -4.9906  0.2845
H: -4.4102 -1.9740 -2.8941  0.2834
H: 8.8602 6.1685 -4.3487  0.3492
H: -7.3867 1.3182 4.8711  0.3830
H: 7.8484 7.1604 -3.2683  0.2845
H: -6.1956 0.2016 5.5210  0.2673

Force components x, y, z for each atom (eV/Å):
2.5 3.1 5.1
0.3 -2.7 0.5
0.4 -0.3 -7.5
1.2 5.2 2.9
1.2 -3.3 -3.1
2.9 -1.4 4.1
1.4 -1.1 -4.6
0.8 1.8 -1.2
-3.8 3.4 -1.0
1.0 4.0 -3.1
-1.4 2.6 4.9
4.9 -2.7 -0.2
-1.0 -4.5 1.7
-2.6 0.1 -4.3
-0.2 0.5 0.3
-1.4 0.0 -0.1
0.1 -2.9 3.4
0.8 -0.2 -0.8
-1.6 -0.6 -3.2
1.5 -0.7 0.2
0.6 0.6 -0.4
1.2 0.1 -1.2
-0.3 -0.5 0.2
-1.8 -2.2 4.5
-1.5 -0.2 -1.1
1.8 2.6 3.4
0.5 1.2 1.0
0.4 -1.6 0.3
-0.1 -0.1 0.8
1.4 -4.4 -2.4
-1.0 -1.4 -0.5
-0.2 0.7 0.0
-1.3 3.0 0.7
0.3 0.2 -0.1
-1.1 0.0 -1.4
-0.5 0.1 0.0
0.6 0.5 -0.1
0.5 0.0 -0.2
-0.1 0.3 -0.2
0.3 -1.1 2.6
0.2 0.0 -0.4
-0.8 -0.6 0.0
-0.3 -0.3 -0.2
0.5 0.3 0.7
-0.4 -0.1 -0.1
0.2 3.9 1.8
-0.3 0.2 0.2
-0.7 -0.3 0.1
0.3 0.5 0.1
0.0 0.2 0.8
-2.0 -2.9 -0.2
0.1 -0.2 0.1
-0.1 0.5 -0.2
0.2 0.0 -0.2
0.3 0.1 -0.2
-0.3 -0.1 0.0
0.2 0.0 0.1
-0.1 -0.1 0.1
-0.3 0.1 0.1
0.3 1.7 0.5
0.0 0.2 -0.2
0.1 0.2 -0.1
-0.1 -0.1 0.2
0.0 0.0 -0.3
0.4 0.0 0.0
-0.3 -0.1 0.3
0.0 -0.2 0.1
-0.1 -0.2 0.1
0.1 0.4 0.1
-2.2 -2.0 -2.7
-1.4 1.0 -0.7
-0.1 0.3 0.1
0.2 0.0 0.3
-0.3 0.0 0.2
-0.2 -0.2 0.1
0.1 0.0 0.1
0.2 -0.1 0.0
0.0 0.0 -0.1
-0.5 -0.2 0.1
-0.1 -0.2 0.1
0.2 0.0 -0.4
0.0 0.0 0.1
0.1 -0.1 -0.2
0.2 -0.1 0.0
0.1 0.0 -0.2

---

[2]
ORCA calculation (ωB97M-V with the def2-TZVPD basis set) on a cluster of 2 separate species, C8H9Cl2NO2 in total in a non-equilibrium geometry.

## Properties
HOMO = -10.3 eV
Net charge = 0
Relative energy (zero: lowest compared OMol25 entry of this formula, charge and spin) = 69.46 kcal/mol
Max |F| = 4.42 eV/Å
2S+1 = 1
SMILES = O=[N+]([O-])c1ccccc1.ClCCCl
Molar mass = 222.1 g mol⁻¹
HOMO-LUMO gap = 9.3662 eV

Each line ends with the Mulliken charge.
Atoms and positions in Å:
Cl: -13.6169 22.9403 10.8032  -0.1917
Cl: -12.9851 19.9142 12.5772  -0.1873
O: -12.1232 17.6095 8.9439  -0.5422
O: -13.3894 16.0106 8.3968  -0.5463
N: -12.3061 16.5545 8.3184  0.8733
C: -10.0621 16.7348 7.1304  -0.1175
C: -9.0290 14.8962 6.0268  -0.2905
C: -12.1115 21.9671 10.9597  -0.4280
C: -10.1954 14.2191 6.1445  -0.4514
C: -11.2558 14.6524 6.9160  -0.2273
C: -12.2901 20.4589 11.0770  -0.3424
C: -8.9627 16.2571 6.3527  -0.5343
C: -11.2782 15.9649 7.4449  0.0207
H: -9.9788 17.7015 7.6047  0.3798
H: -11.6947 22.4181 11.8603  0.3092
H: -10.1230 13.1911 5.8216  0.3226
H: -12.0950 13.9926 7.0800  0.3905
H: -12.8526 20.1190 10.2075  0.2928
H: -8.1633 16.9546 6.1508  0.3678
H: -11.3301 19.9428 11.0704  0.2472
H: -11.4223 22.1253 10.1302  0.3057
H: -8.1661 14.4168 5.5885  0.3493

Force components x, y, z for each atom (eV/Å):
0.1 -0.5 -0.4
-0.8 -0.1 0.7
1.3 -1.0 -1.2
0.4 -1.0 -0.7
-1.3 1.1 1.0
-1.1 -0.6 0.3
1.4 2.1 -1.1
0.4 0.0 0.8
0.0 -1.5 1.1
-1.7 1.3 0.5
0.3 0.4 -0.8
-2.5 -0.2 1.9
4.2 0.2 -1.5
-0.2 0.3 -0.2
0.4 -0.4 -0.1
-0.6 -0.2 0.0
-0.1 0.0 0.0
-0.2 -0.2 0.3
0.3 -0.4 0.1
0.2 0.4 -0.4
-0.4 0.4 -0.2
0.0 -0.1 -0.2

---

[3]
ORCA calculation (ωB97M-V with the def2-TZVPD basis set) on a cluster of 2 separate species, C8H18N2O2 in total in a non-equilibrium geometry.

## Properties
HOMO = -9.0 eV
Net charge = 0
Relative energy (zero: lowest compared OMol25 entry of this formula, charge and spin) = 33.08 kcal/mol
Max |F| = 1.41 eV/Å
2S+1 = 1
SMILES = O/N=C\[C@@H]1CO1.CC(C)CCN
Molar mass = 174.2 g mol⁻¹
HOMO-LUMO gap = 9.5026 eV

Each line ends with the Mulliken charge.
Atoms and positions in Å:
O: -5.4696 0.6089 -0.3895  -0.4290
O: -2.0225 -1.3644 0.1678  -0.2964
N: -3.1024 -2.1250 -0.2709  -0.4590
N: 3.2153 -2.1899 -0.4039  -0.5712
C: 1.6237 2.0334 -0.8993  -1.5652
C: 3.5252 -1.0790 0.4524  -0.7395
C: -4.6205 0.7739 0.7503  -0.2458
C: 1.7295 0.6343 -0.3073  0.8983
C: -4.1411 -1.4224 -0.4817  -0.0548
C: 0.9806 0.5120 1.0279  -1.2784
C: 3.2408 0.3002 -0.1523  -0.7205
C: -4.1870 0.0402 -0.4221  -0.2037
H: -4.9431 0.2546 1.6488  0.2498
H: 3.6794 1.0893 0.4937  0.3246
H: -2.3899 -0.6611 0.7389  0.3338
H: 0.9536 -0.5397 1.3680  0.3352
H: 2.2332 -2.2122 -0.6889  0.2540
H: 2.0948 2.0778 -1.8890  0.3828
H: 2.1399 2.7552 -0.2535  0.3348
H: 3.7513 0.3686 -1.1259  0.3277
H: 3.7620 -2.1872 -1.2749  0.2546
H: -3.5076 0.5237 -1.1258  0.4249
H: -5.0805 -1.9043 -0.7405  0.4130
H: 4.6000 -1.1299 0.7159  0.3333
H: -4.2672 1.8054 0.9069  0.2734
H: -0.0591 0.8359 0.9427  0.2878
H: 0.6003 2.3662 -1.0061  0.3959
H: 1.2717 -0.0874 -0.9855  0.1103
H: 1.4323 1.1258 1.8212  0.2943
H: 2.9570 -1.2028 1.3826  0.3348

Force components x, y, z for each atom (eV/Å):
-0.3 0.1 0.3
0.1 0.2 0.3
-0.6 0.0 0.0
-0.2 -0.8 -1.1
0.3 0.1 -0.1
0.5 0.6 0.2
-0.3 1.1 0.6
0.5 0.0 0.3
-0.1 -0.6 0.1
0.1 -0.3 0.2
-0.4 0.2 0.4
0.6 0.2 -0.8
0.0 -0.1 -0.1
-0.1 -0.3 -0.2
0.3 -0.2 -0.3
0.0 0.5 -0.1
0.4 0.1 0.2
-0.1 0.0 0.2
-0.1 -0.1 -0.1
-0.2 0.0 0.2
-0.3 0.1 0.6
0.1 0.0 0.2
0.3 -0.3 -0.1
-0.5 -0.1 0.0
-0.1 -0.5 -0.1
0.0 0.0 -0.2
-0.4 0.0 0.0
0.0 0.0 -0.2
0.1 -0.2 -0.2
0.2 0.0 -0.1

---

[4]
ORCA calculation (ωB97M-V with the def2-TZVPD basis set) on a structure of composition C25H48P4SeTl in a non-equilibrium geometry.

## Properties
HOMO (alpha / beta) = -15.0 / -15.0 eV
Net charge = +3
Relative energy (zero: lowest compared OMol25 entry of this formula, charge and spin) = 0.00 kcal/mol
Max |F| = 2.30 eV/Å
2S+1 = 1
Molar mass = 755.9 g mol⁻¹
HOMO-LUMO gap (alpha / beta) = 2.7882 / 4.4340 eV

Each line ends with the Mulliken charge.
Atoms and positions in Å:
Tl: 0.4460 -0.4720 0.2469  0.6465
Se: 1.8153 1.8648 -0.9799  0.2153
P: -0.9748 -2.6768 1.0362  0.6962
P: -0.9245 1.5572 1.7383  1.2034
P: 2.2391 -0.7667 2.1759  0.6106
P: 2.0179 -2.0410 -1.3322  0.5217
C: -0.2795 1.6179 -2.9356  0.1198
C: -3.7469 2.6250 -7.8763  -0.4422
C: 1.6873 2.8774 -3.6187  -0.5242
C: -2.4818 1.5404 0.7685  -1.1058
C: 1.0076 2.1180 -2.6254  0.4246
C: -2.6812 0.8644 3.8646  -0.5874
C: -1.5381 1.5699 3.4639  0.7980
C: -0.2557 2.7723 -5.0632  0.0363
C: -0.1601 -4.0094 1.9566  -1.1815
C: -2.4579 -2.2981 2.0161  -1.2795
C: 1.2382 -1.9682 -2.9859  -1.1064
C: 1.5650 -0.5856 3.8706  -1.0274
C: -1.6570 -3.4921 -0.4405  -1.1287
C: -0.3392 3.2823 1.5266  -1.3623
C: -3.0552 0.8226 5.2078  -0.7508
C: 2.2563 -3.8272 -1.0303  -1.2668
C: 3.2392 -2.2971 2.3373  -1.1664
C: -2.6553 3.4008 -7.7260  -0.5885
C: -0.9038 1.9566 -4.1329  -0.9595
C: -1.1403 2.1756 5.7921  -0.7645
C: -0.7439 2.1969 4.4517  -0.6073
C: 3.5596 0.5103 2.1707  -1.2232
C: 3.7003 -1.3920 -1.6225  -0.9655
C: 1.0469 3.2172 -4.8066  -0.7879
C: -2.3070 1.5046 6.1757  -0.5345
H: 4.2011 0.3854 1.2862  0.3285
H: 3.9025 -2.1866 3.2121  0.5339
H: 4.1658 0.3988 3.0863  0.4929
H: -3.0675 -1.5334 1.5118  0.2754
H: -1.0069 -0.5047 -0.8816  -0.2144
H: -0.0462 3.4518 0.4823  0.3934
H: 0.1720 2.7055 4.1627  0.3406
H: -3.7151 1.6980 -8.4616  0.2456
H: -2.8846 0.5230 0.7412  0.2093
H: 3.6304 -0.4179 -2.1362  0.2905
H: 1.3504 -0.9610 -3.4099  0.3089
H: 0.7084 -4.3920 1.4062  0.2794
H: -3.0473 -3.2198 2.1266  0.6087
H: -0.8636 -3.8386 -1.1110  0.2378
H: -3.9502 0.2696 5.5043  0.4443
H: 0.1684 -2.2044 -2.9003  0.2967
H: -2.2851 -2.7818 -0.9871  0.3522
H: 0.1785 -3.6419 2.9340  0.3525
H: 2.5870 -3.1677 2.4944  0.3254
H: 3.1093 1.5118 2.1423  0.2819
H: 2.7027 3.2032 -3.3950  0.4869
H: 4.2583 -2.1158 -2.2405  0.4931
H: 1.2444 0.4497 4.0594  0.2611
H: 4.2272 -1.2482 -0.6627  0.2511
H: 0.5606 3.4423 2.1335  0.3681
H: -0.8848 -4.8211 2.1048  0.5344
H: -2.2675 -4.3437 -0.1200  0.5020
H: -4.7164 2.9113 -7.4510  0.2444
H: 1.5745 3.8333 -5.5340  0.4215
H: 2.9088 -4.2383 -1.8158  0.5402
H: -3.2129 2.2136 1.2423  0.4900
H: -0.5327 2.7004 6.5303  0.4430
H: -0.7782 0.9697 -2.2057  0.1531
H: -2.1737 -1.9208 3.0103  0.2967
H: -3.2903 0.3426 3.1195  0.4671
H: -0.7703 3.0507 -5.9781  0.2039
H: -1.1011 4.0111 1.8334  0.4512
H: 1.7238 -2.7037 -3.6427  0.4985
H: -2.2897 1.8602 -0.2615  0.3610
H: 0.7017 -1.2551 4.0007  0.2765
H: 1.2957 -4.3628 -1.0480  0.3419
H: 2.7332 -3.9906 -0.0516  0.2905
H: 2.3491 -0.8611 4.5963  0.5415
H: -1.9038 1.5720 -4.3360  0.4555
H: -2.6363 1.5342 7.2155  0.4288
H: -1.7015 3.1412 -8.2011  0.2804
H: 3.8553 -2.4624 1.4424  0.3361
H: -2.6999 4.3456 -7.1710  0.2855

Force components x, y, z for each atom (eV/Å):
-0.1 -0.4 -0.2
0.1 -0.1 -0.3
-0.3 -0.4 0.3
-1.8 1.3 0.6
1.2 0.5 1.5
0.2 0.0 -1.1
-0.4 0.0 -0.1
0.7 0.5 0.1
-0.1 0.3 0.1
0.0 -0.2 0.0
-0.1 0.0 -0.6
-0.2 -0.4 0.0
1.0 -0.4 0.1
0.2 0.1 0.2
0.1 -0.1 0.1
-0.1 0.1 0.2
-0.1 -0.1 0.1
-0.4 -0.1 -0.2
0.1 0.2 -0.1
0.9 -0.2 -0.2
-0.1 0.1 -0.1
-0.1 -0.1 0.4
-0.4 -0.3 -0.5
-0.8 -0.5 -0.1
0.0 -0.5 0.7
0.2 0.2 -0.4
-0.3 -0.3 0.2
-0.3 0.1 -0.4
0.0 0.1 0.3
0.5 -0.1 0.3
0.1 0.1 -0.3
-0.1 0.1 0.3
-0.3 0.1 -0.3
-0.3 0.0 -0.4
0.1 -0.3 0.1
0.6 0.3 0.5
-0.2 0.0 0.2
-0.1 0.0 0.2
0.0 0.4 0.2
0.0 0.2 0.0
0.1 -0.4 0.2
0.0 -0.2 0.1
-0.2 0.0 0.1
0.1 0.3 0.0
-0.2 0.0 0.1
0.3 0.3 -0.1
0.3 0.0 -0.1
0.0 -0.1 0.0
-0.1 -0.1 -0.2
0.2 0.2 0.0
0.2 -0.2 0.0
-0.2 0.1 -0.2
-0.2 0.3 0.2
0.1 -0.4 -0.1
-0.1 -0.1 -0.5
-0.2 0.0 -0.1
0.2 0.1 0.0
0.1 0.1 -0.1
0.5 -0.1 -0.2
-0.2 -0.2 0.2
-0.2 0.2 0.2
0.3 -0.2 -0.2
-0.2 -0.2 -0.2
0.1 0.4 -0.4
-0.1 -0.2 -0.3
0.2 0.2 0.3
0.1 -0.1 0.1
0.0 -0.4 -0.1
-0.1 0.2 0.1
0.0 0.0 0.2
0.2 0.2 0.1
0.3 0.2 0.0
-0.1 0.0 -0.4
-0.3 0.1 -0.3
0.3 0.2 0.0
0.1 -0.1 -0.3
-0.4 0.1 0.2
-0.1 0.0 0.3
0.0 -0.4 -0.3